The following is a quantum chemistry calculation of one molecule with the formula C24H33N3O3, from OMol25.

## Properties
- LUMO energy (eV) = 0.605
- SMILES = CC[C@@H](C)[C@H](NC(=O)OCc1ccccc1)C(=O)NC[C@@H](c1ccccc1)N(C)C

Each line ends with the natural charge from an NBO analysis.
Positions of all 63 atoms, in Å:
C -6.2605 0.0352 -0.3414  -0.601
C -4.9388 0.3571 0.3464  -0.413
C -3.8054 0.6460 -0.6456  -0.206
C -3.9681 2.0404 -1.2530  -0.609
C -2.4284 0.5353 0.0504  -0.139
N -1.3708 1.0359 -0.8016  -0.646
C -0.5372 2.0319 -0.4126  0.894
O -0.5033 2.5236 0.6840  -0.639
O 0.2709 2.3755 -1.4447  -0.524
C 1.2457 3.3760 -1.1434  -0.102
C 2.2972 2.8767 -0.1877  0.031
C 2.9748 1.6946 -0.4586  -0.250
C 3.9310 1.2216 0.4219  -0.198
C 4.2184 1.9253 1.5785  -0.217
C 3.5447 3.1027 1.8537  -0.210
C 2.5855 3.5751 0.9759  -0.208
C -2.1400 -0.9049 0.5061  0.688
O -2.7796 -1.4524 1.3822  -0.639
N -1.1411 -1.5118 -0.1613  -0.638
C -0.6473 -2.8186 0.1998  -0.257
C 0.8604 -2.8450 0.5393  -0.060
C 1.7627 -2.4263 -0.6072  -0.041
C 3.1196 -2.2689 -0.3366  -0.199
C 4.0083 -1.9151 -1.3334  -0.210
C 3.5561 -1.7011 -2.6253  -0.221
C 2.2137 -1.8680 -2.9090  -0.225
C 1.3244 -2.2367 -1.9113  -0.186
N 1.2521 -2.1237 1.7409  -0.455
C 0.7017 -2.6637 2.9643  -0.409
C 1.1090 -0.6818 1.6939  -0.422
H -6.6169 0.8705 -0.9399  0.195
H -7.0189 -0.1923 0.4034  0.213
H -6.1514 -0.8310 -0.9906  0.200
H -5.0655 1.2237 0.9981  0.195
H -4.6571 -0.4897 0.9711  0.248
H -3.8403 -0.1018 -1.4479  0.192
H -4.9668 2.1546 -1.6647  0.215
H -3.2555 2.2208 -2.0546  0.203
H -3.8209 2.7993 -0.4875  0.211
H -2.4295 1.1642 0.9488  0.255
H -1.4008 0.8186 -1.7858  0.405
H 0.7423 4.2534 -0.7247  0.199
H 1.6828 3.6278 -2.1137  0.203
H 2.7471 1.1409 -1.3593  0.220
H 4.4466 0.2994 0.2040  0.215
H 4.9640 1.5539 2.2660  0.212
H 3.7610 3.6520 2.7580  0.213
H 2.0500 4.4857 1.1985  0.212
H -0.5612 -0.9541 -0.7692  0.415
H -1.2245 -3.1407 1.0699  0.244
H -0.8410 -3.5283 -0.6130  0.195
H 1.0912 -3.9021 0.7462  0.213
H 3.4618 -2.4248 0.6746  0.234
H 5.0599 -1.8111 -1.1076  0.214
H 4.2464 -1.4157 -3.4053  0.215
H 1.8509 -1.7172 -3.9157  0.212
H 0.2904 -2.3916 -2.1801  0.199
H -0.3698 -2.4534 3.0918  0.178
H 1.2349 -2.2165 3.8033  0.202
H 0.8568 -3.7417 2.9896  0.195
H 1.4253 -0.3051 0.7237  0.210
H 0.0880 -0.3363 1.8987  0.175
H 1.7652 -0.2462 2.4493  0.203

The following is a quantum chemistry calculation of one molecule with the formula C24H33N3O4S, from OMol25.

## Properties
- LUMO energy (eV) = 0.504
- SMILES = CCN(CC)CCCNC(=O)[C@H]1c2cc(OC)c(OC)cc2C(=O)N(C)[C@@H]1c1cccs1

Each line ends with the natural charge from an NBO analysis.
Positions of all 65 atoms, in Å:
C -0.0266 -3.7920 -3.2484  -0.602
C -0.3746 -3.5006 -1.7889  -0.227
N 0.6734 -3.9897 -0.9054  -0.473
C 0.3575 -5.2187 -0.2125  -0.195
C -0.6260 -5.0901 0.9589  -0.637
C 1.3166 -2.9784 -0.0951  -0.210
C 2.3557 -2.2074 -0.9158  -0.406
C 3.1362 -1.2145 -0.0538  -0.226
N 2.3031 -0.1157 0.3824  -0.613
C 1.8054 -0.0176 1.6240  0.700
O 2.0933 -0.7637 2.5363  -0.642
C 0.8104 1.1436 1.8469  -0.335
C 0.5390 1.9589 0.6273  -0.040
C 1.1780 3.1536 0.3552  -0.196
C 0.9138 3.8890 -0.7998  0.279
O 1.6325 5.0367 -0.8893  -0.491
C 1.4107 5.9772 -1.9176  -0.241
C -0.0216 3.3864 -1.7302  0.229
O -0.2599 4.1059 -2.8718  -0.508
C -1.2258 3.6272 -3.7768  -0.251
C -0.6540 2.1845 -1.4521  -0.253
C -0.3927 1.4737 -0.2876  -0.113
C -1.1177 0.2033 -0.0473  0.651
O -1.6672 -0.4120 -0.9480  -0.643
N -1.1178 -0.2337 1.2370  -0.434
C -1.9107 -1.3827 1.6032  -0.421
C -0.5075 0.5053 2.3277  -0.056
C -1.4419 1.5181 2.9161  -0.210
C -1.7497 1.6829 4.2318  -0.248
C -2.6595 2.7391 4.4607  -0.258
C -3.0335 3.3563 3.3128  -0.406
S -2.2778 2.6714 1.9280  0.438
H 0.9102 -3.3119 -3.5172  0.201
H -0.8131 -3.4224 -3.9018  0.200
H 0.0841 -4.8626 -3.4025  0.199
H -1.3337 -3.9777 -1.5558  0.178
H -0.5134 -2.4245 -1.6564  0.215
H 1.2968 -5.6428 0.1574  0.188
H -0.0496 -5.9132 -0.9519  0.191
H -0.8411 -6.0727 1.3714  0.211
H -0.2026 -4.4708 1.7460  0.202
H -1.5605 -4.6411 0.6301  0.201
H 0.5959 -2.2654 0.3337  0.173
H 1.8320 -3.4706 0.7328  0.199
H 1.8578 -1.6722 -1.7266  0.196
H 3.0498 -2.9223 -1.3582  0.214
H 3.9805 -0.8061 -0.6176  0.198
H 3.5106 -1.7060 0.8467  0.227
H 1.9483 0.5023 -0.3324  0.409
H 1.2181 1.7580 2.6549  0.251
H 1.9022 3.5598 1.0439  0.224
H 1.6623 5.5718 -2.8991  0.187
H 2.0760 6.8087 -1.6855  0.191
H 0.3774 6.3292 -1.9255  0.183
H -2.2124 3.5524 -3.3099  0.182
H -0.9436 2.6546 -4.1910  0.182
H -1.2595 4.3642 -4.5780  0.201
H -1.3754 1.7589 -2.1305  0.248
H -2.3190 -1.8107 0.6895  0.248
H -1.2893 -2.1224 2.1111  0.203
H -2.7290 -1.0878 2.2651  0.202
H -0.2543 -0.2181 3.1142  0.252
H -1.3389 1.0689 5.0135  0.225
H -3.0186 3.0172 5.4350  0.225
H -3.7090 4.1788 3.1866  0.235

E_HOMO values, unit eV, following the record order: -8.2669, -7.8084.
Energy relative to the best compared isomer or geometry (same formula, charge and spin) values, unit kcal/mol, following the record order: 25.8, 18.0.
E_tot values, unit eV, following the record order: -36037.8897, -48919.5216.